C54H138N10O17 | ωB97M-V/def2-TZVPD

Calculated values
- HOMO-LUMO gap (eV) = 8.80
- 2S+1 = 1
- SMILES = COC[C@H](C)N.COC[C@H](C)N.COC[C@H](C)N.COCCNCCOC.COCCNCCOC.COCCNCCOC.COCCNCCOC.COCCNCCOC.COCCNCCOC.COCCNCCOC
- relative energy (zero: lowest compared OMol25 entry of this formula, charge and spin) (kJ/mol) = 160.61
- LUMO energy (Ha) = 0.018

Each line ends with the Löwdin charge.
Atoms and positions in Å:
C (10.528, -22.763, -25.045)  -0.061
O (9.365, -22.502, -24.232)  -0.224
C (8.540, -23.633, -24.056)  -0.194
C (8.590, -23.993, -22.535)  -0.401
C (10.004, -24.302, -22.083)  -0.058
N (7.702, -25.138, -22.255)  0.067
H (10.810, -21.714, -25.191)  0.091
H (10.291, -23.207, -26.040)  0.095
H (11.194, -23.369, -24.452)  0.073
H (7.521, -23.444, -24.313)  0.091
H (8.789, -24.518, -24.617)  0.103
H (8.295, -23.109, -21.988)  0.114
H (10.467, -25.030, -22.777)  0.087
H (9.953, -24.734, -21.104)  0.047
H (10.490, -23.309, -21.962)  0.094
H (7.340, -25.058, -21.283)  0.063
H (8.198, -26.051, -22.485)  0.089
C (3.204, -22.215, -20.583)  -0.092
O (3.195, -23.099, -21.654)  -0.187
C (3.691, -24.411, -21.403)  -0.161
C (3.750, -25.149, -22.786)  -0.415
C (4.181, -26.580, -22.628)  -0.065
N (4.683, -24.587, -23.745)  0.056
H (4.098, -22.224, -19.990)  0.070
H (2.292, -22.339, -20.080)  0.060
H (3.059, -21.255, -21.089)  0.080
H (4.662, -24.475, -20.969)  0.090
H (2.934, -24.922, -20.832)  0.119
H (2.745, -24.961, -23.162)  0.136
H (5.100, -26.686, -22.076)  0.046
H (4.502, -27.048, -23.568)  0.077
H (3.411, -27.211, -22.152)  0.083
H (5.640, -24.730, -23.480)  0.025
H (4.524, -23.561, -23.804)  0.062
C (7.965, -25.104, -27.329)  -0.090
O (8.495, -26.212, -26.557)  -0.199
C (9.353, -26.930, -27.449)  -0.219
C (10.206, -27.942, -26.674)  -0.421
C (11.346, -27.278, -25.973)  -0.069
N (10.804, -28.797, -27.727)  0.050
H (8.867, -24.606, -27.792)  0.086
H (7.384, -24.388, -26.761)  0.068
H (7.253, -25.466, -28.106)  0.103
H (8.739, -27.439, -28.159)  0.111
H (9.980, -26.278, -28.069)  0.123
H (9.506, -28.447, -26.020)  0.115
H (10.978, -26.538, -25.233)  0.070
H (12.040, -26.751, -26.627)  0.085
H (11.839, -28.041, -25.329)  0.088
H (10.105, -29.299, -28.196)  0.048
H (11.418, -29.489, -27.390)  0.052
C (0.269, -24.003, -18.422)  -0.179
O (0.439, -22.826, -17.838)  -0.177
C (-0.405, -21.821, -18.361)  -0.175
C (-0.184, -20.512, -17.541)  -0.164
N (-0.931, -20.633, -16.280)  -0.034
C (-0.826, -19.542, -15.329)  -0.226
C (-1.717, -19.856, -14.146)  -0.190
O (-1.270, -21.074, -13.485)  -0.207
C (-0.170, -20.814, -12.633)  -0.109
H (1.110, -24.639, -18.168)  0.090
H (0.239, -23.940, -19.486)  0.076
H (-0.643, -24.489, -18.085)  0.096
H (-1.469, -22.121, -18.242)  0.132
H (-0.099, -21.654, -19.370)  0.079
H (-0.652, -19.731, -18.070)  0.093
H (0.833, -20.226, -17.413)  0.081
H (-0.742, -21.532, -15.808)  0.125
H (-1.182, -18.593, -15.716)  0.117
H (0.193, -19.272, -14.965)  0.087
H (-2.705, -20.076, -14.448)  0.104
H (-1.768, -19.063, -13.337)  0.132
H (0.058, -21.645, -11.962)  0.090
H (-0.438, -19.956, -11.975)  0.093
H (0.644, -20.576, -13.276)  0.046
C (-3.923, -21.021, -20.005)  -0.103
O (-2.820, -21.418, -20.744)  -0.211
C (-3.092, -21.451, -22.073)  -0.258
C (-1.721, -21.740, -22.739)  -0.235
N (-0.961, -20.587, -22.928)  -0.049
C (-0.075, -20.297, -21.765)  -0.164
C (0.853, -19.120, -22.073)  -0.188
O (1.521, -19.383, -23.304)  -0.205
C (1.990, -18.273, -24.051)  -0.104
H (-3.611, -20.848, -19.015)  0.066
H (-4.734, -21.752, -19.992)  0.090
H (-4.269, -20.112, -20.587)  0.110
H (-3.358, -20.487, -22.528)  0.121
H (-3.922, -22.166, -22.272)  0.131
H (-1.930, -22.184, -23.724)  0.127
H (-1.189, -22.491, -22.171)  0.111
H (-0.425, -20.692, -23.748)  0.091
H (0.499, -21.227, -21.530)  0.115
H (-0.712, -19.905, -20.975)  0.112
H (1.630, -19.043, -21.328)  0.086
H (0.187, -18.263, -22.204)  0.129
H (1.313, -17.403, -23.958)  0.091
H (2.000, -18.516, -25.123)  0.095
H (2.926, -17.847, -23.757)  0.053
C (4.406, -20.779, -23.992)  -0.129
O (5.617, -21.328, -23.619)  -0.180
C (6.606, -20.331, -23.436)  -0.197
C (6.907, -19.412, -24.653)  -0.204
N (7.828, -19.970, -25.610)  -0.071
C (7.227, -20.974, -26.493)  -0.207
C (8.205, -21.110, -27.651)  -0.190
O (7.928, -22.312, -28.437)  -0.226
C (8.564, -22.294, -29.689)  -0.137
H (4.322, -19.762, -23.506)  0.093
H (3.588, -21.327, -23.579)  0.067
H (4.229, -20.686, -25.041)  0.082
H (7.554, -20.788, -23.195)  0.106
H (6.323, -19.750, -22.600)  0.083
H (7.387, -18.494, -24.233)  0.123
H (6.006, -19.061, -25.175)  0.112
H (8.630, -20.475, -25.139)  0.114
H (6.192, -20.604, -26.818)  0.143
H (7.029, -21.946, -26.026)  0.100
H (9.200, -21.079, -27.270)  0.097
H (8.046, -20.184, -28.226)  0.123
H (8.301, -23.192, -30.259)  0.084
H (9.676, -22.233, -29.562)  0.095
H (8.200, -21.374, -30.256)  0.101
C (4.149, -32.871, -15.756)  -0.085
O (4.591, -31.599, -16.300)  -0.227
C (5.742, -31.694, -17.115)  -0.236
C (6.166, -30.273, -17.548)  -0.180
N (5.235, -29.669, -18.545)  -0.068
C (4.012, -29.088, -17.931)  -0.167
C (3.106, -28.426, -19.051)  -0.214
O (2.042, -29.214, -19.534)  -0.192
C (2.548, -30.465, -20.061)  -0.093
H (4.668, -33.000, -14.794)  0.080
H (4.401, -33.720, -16.408)  0.082
H (3.052, -32.841, -15.494)  0.100
H (5.638, -32.427, -17.931)  0.120
H (6.557, -32.179, -16.500)  0.125
H (7.082, -30.371, -18.124)  0.091
H (6.350, -29.607, -16.683)  0.119
H (5.739, -28.955, -19.040)  0.041
H (4.342, -28.330, -17.170)  0.116
H (3.515, -29.912, -17.453)  0.088
H (3.815, -28.217, -19.823)  0.082
H (2.636, -27.494, -18.760)  0.109
H (1.705, -30.901, -20.627)  0.087
H (2.850, -31.183, -19.225)  0.096
H (3.424, -30.275, -20.693)  0.080
C (7.499, -28.225, -23.972)  -0.104
O (7.151, -28.542, -22.634)  -0.195
C (8.204, -29.133, -21.946)  -0.246
C (7.806, -29.143, -20.499)  -0.234
N (7.402, -27.892, -19.947)  -0.060
C (8.470, -26.989, -19.412)  -0.180
C (7.812, -26.062, -18.418)  -0.231
O (6.904, -25.304, -19.187)  -0.245
C (5.923, -24.615, -18.406)  -0.071
H (6.735, -27.513, -24.357)  0.096
H (7.523, -29.108, -24.641)  0.099
H (8.430, -27.718, -24.006)  0.047
H (9.152, -28.646, -22.182)  0.116
H (8.376, -30.168, -22.310)  0.132
H (8.587, -29.521, -19.820)  0.124
H (6.983, -29.855, -20.413)  0.106
H (6.730, -27.329, -20.538)  0.119
H (9.033, -26.434, -20.182)  0.088
H (9.251, -27.606, -18.906)  0.129
H (8.614, -25.426, -17.911)  0.144
H (7.270, -26.607, -17.666)  0.107
H (5.383, -25.336, -17.713)  0.111
H (5.361, -23.976, -19.082)  0.053
H (6.504, -23.903, -17.758)  0.095
C (3.253, -19.817, -14.885)  -0.127
O (2.554, -19.231, -15.932)  -0.236
C (2.264, -17.807, -15.692)  -0.199
C (1.709, -17.096, -16.870)  -0.183
N (2.756, -16.961, -17.933)  -0.031
C (2.672, -18.083, -18.812)  -0.241
C (3.795, -18.037, -19.825)  -0.186
O (3.618, -16.814, -20.617)  -0.219
C (4.761, -16.513, -21.486)  -0.077
H (4.244, -19.290, -14.748)  0.086
H (3.405, -20.767, -15.248)  0.061
H (2.766, -19.804, -13.833)  0.109
H (3.241, -17.370, -15.362)  0.127
H (1.607, -17.786, -14.771)  0.124
H (1.412, -16.102, -16.634)  0.111
H (0.808, -17.617, -17.280)  0.118
H (2.536, -16.202, -18.537)  0.093
H (1.699, -18.110, -19.372)  0.120
H (2.688, -19.028, -18.240)  0.116
H (3.755, -18.859, -20.519)  0.094
H (4.766, -18.036, -19.390)  0.099
H (4.889, -17.285, -22.296)  0.078
H (5.645, -16.384, -20.798)  0.098
H (4.627, -15.544, -21.970)  0.076
C (6.838, -20.805, -19.951)  -0.088
O (7.197, -19.450, -19.861)  -0.243
C (8.554, -19.078, -19.965)  -0.208
C (9.564, -19.326, -18.795)  -0.162
N (9.207, -18.420, -17.637)  -0.019
C (7.929, -18.922, -17.016)  -0.195
C (7.554, -18.099, -15.822)  -0.208
O (8.350, -18.523, -14.673)  -0.197
C (7.797, -17.906, -13.522)  -0.128
H (6.807, -21.182, -18.951)  0.068
H (7.680, -21.337, -20.482)  0.103
H (5.851, -20.909, -20.358)  0.064
H (8.441, -18.008, -20.157)  0.122
H (8.930, -19.447, -20.923)  0.111
H (10.606, -19.290, -19.095)  0.107
H (9.521, -20.384, -18.493)  0.104
H (9.886, -18.450, -16.940)  0.068
H (7.938, -19.964, -16.676)  0.127
H (7.131, -18.781, -17.693)  0.090
H (6.508, -18.266, -15.590)  0.102
H (7.782, -17.041, -15.992)  0.130
H (8.357, -18.211, -12.640)  0.086
H (6.724, -18.145, -13.398)  0.083
H (7.898, -16.827, -13.630)  0.082

Atoms 1-2, force components in eV/Å:
C -1.458 1.348 0.037
O -0.108 -0.670 -1.213